Density functional theory data (the ωB97M-V functional and the def2-TZVPD basis) for a molecular structure, C47H41BrGaNO7P2 at a distorted geometry.

```
100
Properties=species:S:1:pos:R:3:lowdin_charge:R:1
Br -2.86 5.07 -2.17 0.80
Ga 0.52 1.79 0.07 0.75
P -1.74 -0.27 -0.15 1.10
P 0.37 -1.31 2.14 1.05
O 1.48 1.43 -2.16 -0.09
O 2.09 0.39 0.71 -0.01
O 4.08 2.52 1.02 0.13
O 2.01 2.94 0.27 -0.04
O -0.34 3.21 -1.26 0.01
O 1.23 -1.96 -0.86 -0.06
O -0.60 3.34 0.91 0.05
N -1.63 -2.98 1.04 -0.18
C -1.94 0.58 -4.13 -0.07
C -5.56 1.30 -0.33 -0.07
C -0.75 8.16 -0.41 -0.07
C 2.62 -2.96 2.37 -0.15
C 1.85 -2.17 1.52 -0.33
C -0.74 -6.47 -1.18 -0.10
C 0.22 6.13 0.42 0.00
C 3.55 1.81 -1.20 -0.07
C -4.36 0.71 -0.72 -0.08
C -4.69 1.66 1.87 -0.07
C 0.75 -1.10 3.92 -0.38
C 1.96 -0.46 4.23 -0.10
C -1.63 -1.80 -3.96 -0.07
C 2.23 0.25 -2.46 -0.22
C 3.76 -3.62 1.96 -0.14
C 3.23 2.44 0.17 -0.55
C 2.29 -0.17 5.54 -0.08
C -0.14 -1.38 4.95 -0.10
C -1.79 -0.66 -4.74 -0.08
C 2.34 -1.88 0.11 -0.41
C -0.57 3.89 -0.23 -0.59
C -0.98 -2.64 2.28 -0.31
C -3.49 1.07 1.50 -0.10
C 2.64 -0.33 -0.10 -0.17
C -3.31 0.60 0.19 -0.38
C 2.59 2.36 -2.26 -0.24
C 1.40 -0.49 6.57 -0.10
C 0.19 -1.09 6.27 -0.09
C 2.92 0.57 -3.79 -0.07
C 3.28 0.26 -1.32 -0.07
C -0.69 5.38 -0.32 -0.16
C 3.49 -2.73 -0.28 -0.06
C -2.25 -4.67 -0.60 -0.05
C 4.16 -3.50 0.62 -0.13
C -1.96 -5.81 -1.33 -0.09
C -1.63 -1.70 -2.58 -0.08
C -1.66 7.43 -1.15 -0.12
C 0.20 7.51 0.37 -0.06
C 0.16 -5.98 -0.25 -0.07
C -1.32 -4.14 0.31 -0.23
C 3.13 2.10 -3.66 -0.08
C -1.93 0.68 -2.75 -0.11
C -1.62 6.04 -1.12 -0.60
C -2.43 -1.92 0.55 -0.26
C -1.80 -0.47 -1.96 -0.39
C -0.12 -4.84 0.49 -0.03
C -5.72 1.78 0.96 -0.08
H -3.03 -1.54 1.38 0.09
H -2.41 7.92 -1.76 0.10
H -0.57 -3.53 2.76 0.10
H -1.80 -0.74 -5.82 0.10
H -3.22 -4.22 -0.72 0.11
H 0.94 5.60 1.03 0.13
H 4.31 -4.25 2.65 0.08
H 5.03 -4.07 0.28 0.10
H 2.25 0.34 -4.61 0.12
H 2.55 2.65 -4.40 0.12
H 0.61 -4.48 1.21 0.09
H -0.78 9.24 -0.44 0.11
H 0.92 -2.87 -0.82 0.08
H -2.69 0.98 2.21 0.11
H -1.50 -2.60 -1.98 0.08
H -1.09 -1.85 4.75 0.08
H 3.79 -2.69 -1.32 0.10
H -0.52 -7.35 -1.76 0.10
H 1.65 -0.25 7.60 0.10
H 4.18 2.40 -3.75 0.12
H 3.23 0.30 5.77 0.10
H 1.59 -0.62 -2.47 0.14
H -2.06 1.47 -4.73 0.11
H -1.75 -2.20 2.92 0.07
H -1.51 -2.77 -4.43 0.11
H -2.69 -6.19 -2.03 0.10
H 4.60 2.03 -1.41 0.16
H -6.65 2.25 1.24 0.10
H 3.84 0.01 -3.92 0.12
H -2.03 1.65 -2.27 0.09
H 0.92 8.08 0.93 0.11
H 4.17 -0.31 -1.58 0.16
H 2.65 -0.21 3.44 0.11
H -4.81 2.03 2.88 0.11
H -4.25 0.33 -1.72 0.10
H 2.28 -3.11 3.39 0.10
H -0.51 -1.33 7.06 0.10
H 1.11 -6.47 -0.09 0.11
H -3.10 -2.25 -0.24 0.09
H -6.36 1.38 -1.05 0.11
H 2.25 3.37 -2.07 0.16
```

Output
Kohn-Sham gap: 4.024 eV
total charge: 0
HOMO: -5.745 eV